# 1
{
  "formula": "C25H39Cl2PSTc",
  "method": "ωB97M-V/def2-TZVPD",
  "symbols": ["Tc", "Cl", "Cl", "S", "P", "C", "C", "C", "C", "C", "C", "C", "C", "C", "C", "C", "C", "C", "C", "C", "C", "C", "C", "C", "C", "C", "C", "C", "C", "C", "H", "H", "H", "H", "H", "H", "H", "H", "H", "H", "H", "H", "H", "H", "H", "H", "H", "H", "H", "H", "H", "H", "H", "H", "H", "H", "H", "H", "H", "H", "H", "H", "H", "H", "H", "H", "H", "H", "H"],
  "positions_angstrom": [[-1.65019, -3.06246, 4.08336], [-1.46445, -0.89129, 3.30306], [0.27079, -4.01107, 4.93345], [-3.00443, -3.03881, 5.67172], [-0.14504, 0.76589, 0.42217], [3.01702, -1.38238, -2.44334], [3.24041, 0.08763, -2.05707], [1.96076, 0.77749, -1.58036], [-2.56000, -4.50779, 2.97765], [-1.98660, -4.93016, 1.73990], [-2.24410, 2.41859, -3.59802], [-2.20738, -5.86211, -0.52220], [1.75288, 1.89070, 2.19668], [2.39533, 3.12915, 2.83708], [1.36913, 4.12425, 3.39052], [-2.73869, -5.63317, 0.73698], [-0.11583, -4.81254, 0.15529], [0.25618, 4.46528, 2.39214], [-1.58280, 3.43313, -2.65066], [-0.63631, -4.59258, 1.43247], [2.21222, -2.18245, -1.40678], [0.96866, -1.43203, -0.91800], [-1.13761, 1.59579, -0.97661], [-0.55099, 2.80258, -1.71106], [-1.61830, 0.55325, -1.99066], [0.67955, 2.27228, 1.16239], [-2.70401, 1.12865, -2.90750], [-0.37664, 3.22442, 1.75190], [1.33465, -0.01904, -0.44589], [-0.89606, -5.44740, -0.82192], [-1.98663, -0.34393, -1.47760], [3.07815, 2.80438, 3.63231], [3.99096, -1.86225, -2.60224], [-3.10537, 2.89600, -4.08073], [0.23805, -1.38698, -1.73811], [0.91166, -4.50733, -0.06694], [-0.95275, 2.68576, 2.52252], [-0.52793, 5.05000, 2.88819], [-0.00267, -4.17132, 2.22207], [2.19124, 1.81022, -1.28369], [2.48649, -1.42773, -3.40588], [1.91222, -3.15756, -1.81682], [3.97467, 0.13042, -1.24165], [-2.36578, 3.90069, -2.03706], [0.30734, 2.48941, -2.31617], [2.53803, 1.27637, 1.73252], [-3.50766, -5.00277, 3.27293], [-2.79660, -6.36944, -1.29407], [1.28944, 1.27568, 2.98336], [3.00098, 3.63244, 2.07341], [-1.09939, 4.23321, -3.22962], [-2.00239, 1.94527, -0.38068], [3.66190, 0.64267, -2.90454], [-0.46980, -5.62306, -1.80703], [1.18234, 2.76540, 0.31326], [1.25711, 0.82369, -2.42032], [2.06391, -0.11154, 0.37946], [-1.09637, 3.53460, 0.97933], [-2.99422, 0.36889, -3.64731], [-3.75986, -5.96249, 0.96460], [-0.18099, 3.56211, -1.01286], [0.91853, 3.70897, 4.30464], [1.88364, 5.04168, 3.70203], [-0.77122, 0.23864, -2.61977], [-3.59037, 1.35601, -2.30040], [2.86186, -2.38082, -0.54247], [0.48547, -1.98048, -0.10020], [0.67348, 5.09357, 1.59620], [-1.53563, 2.15780, -4.39733]],
  "atomic_forces_ev_per_a": [[-0.678, -2.043, -1.093], [0.134, 1.484, -0.584], [0.591, -0.439, 0.239], [-0.996, 0.116, 1.349], [-0.002, -0.093, -0.352], [-0.174, -0.047, -0.183], [0.061, -0.091, 0.087], [0.405, -0.231, -0.128], [0.656, 0.106, -0.008], [-0.849, 0.397, 1.124], [0.136, -0.026, -0.175], [0.056, 0.052, 0.486], [-0.319, 0.017, 0.256], [-0.083, -0.061, -0.225], [-0.129, -0.166, 0.266], [0.131, -0.182, -0.507], [-0.480, -0.050, 0.806], [0.098, -0.071, -0.146], [-0.205, -0.026, 0.182], [0.725, 0.059, -0.956], [0.109, 0.088, 0.171], [0.128, -0.121, 0.044], [0.371, -0.047, 0.565], [0.016, 0.002, -0.314], [-0.145, 0.044, -0.072], [0.129, 0.002, -0.509], [0.035, 0.098, 0.272], [0.076, -0.220, 0.323], [-0.602, 0.332, 0.275], [0.332, 0.100, -0.527], [0.056, 0.134, -0.072], [-0.065, 0.135, -0.092], [-0.116, 0.019, -0.057], [0.119, -0.047, -0.078], [0.124, 0.036, 0.172], [-0.258, -0.158, 0.040], [0.123, -0.013, -0.215], [0.137, 0.015, -0.040], [-0.214, -0.138, -0.357], [-0.060, -0.186, -0.049], [0.035, 0.087, 0.082], [0.159, 0.211, 0.078], [-0.006, 0.017, -0.060], [0.052, 0.003, -0.070], [-0.167, 0.097, 0.143], [-0.209, 0.187, 0.140], [0.530, 0.435, -0.129], [0.120, 0.113, 0.253], [0.028, 0.033, -0.167], [0.036, 0.047, 0.019], [-0.200, -0.084, 0.043], [0.009, -0.089, -0.367], [0.077, -0.110, 0.054], [-0.102, -0.024, 0.016], [0.033, 0.231, 0.332], [0.123, -0.040, 0.111], [-0.116, -0.117, -0.297], [0.177, -0.079, 0.201], [-0.024, 0.250, 0.087], [0.345, 0.198, -0.015], [-0.086, -0.080, -0.112], [0.029, -0.034, -0.203], [-0.060, -0.047, -0.029], [-0.153, 0.058, 0.161], [0.047, -0.107, -0.045], [-0.114, -0.029, -0.050], [0.063, 0.017, -0.173], [0.022, 0.045, -0.012], [-0.023, 0.032, 0.091]],
  "fmax_ev_per_a": 2.4,
  "s2": 3.805,
  "total_energy_ev": -73926.954,
  "spin_multiplicity": 4,
  "charge": -2
}

---

# 2
{
  "formula": "C11H30O2PS",
  "method": "ωB97M-V/def2-TZVPD",
  "symbols": ["S", "P", "O", "O", "C", "C", "C", "C", "C", "C", "C", "C", "C", "C", "C", "H", "H", "H", "H", "H", "H", "H", "H", "H", "H", "H", "H", "H", "H", "H", "H", "H", "H", "H", "H", "H", "H", "H", "H", "H", "H", "H", "H", "H", "H"],
  "positions_angstrom": [[0.00737, -3.90177, 1.07168], [1.52119, -2.40804, 1.73770], [-2.18826, 0.35461, -1.92881], [2.17355, 1.03901, -0.04837], [-3.52669, 0.20121, 0.13716], [-2.39323, 0.86688, -0.62654], [0.49965, -1.12693, 4.10682], [1.42683, 0.58882, -1.16525], [3.04824, 2.13385, -0.29602], [2.27511, 0.06535, -2.31055], [2.31293, -3.42380, 3.02247], [0.40631, -1.22093, 2.57473], [-3.27859, 0.51167, -2.82860], [-3.65514, 1.95834, -3.09151], [2.33855, 3.39276, -0.75988], [-3.52556, 0.53882, 1.17442], [-2.77817, 2.53155, -3.39420], [-2.53767, 1.95242, -0.64970], [1.53098, 3.65108, -0.07364], [1.63507, -0.39446, -3.06390], [-4.14887, -0.05338, -2.47684], [0.65322, -0.26754, 2.09961], [2.79056, -4.26340, 2.51440], [0.40360, -4.04220, -0.19910], [0.74260, 1.36727, -1.51698], [-1.44637, 0.68745, -0.11165], [1.91477, 3.28316, -1.75872], [0.32085, -0.09673, 4.40823], [-4.09034, 2.43855, -2.21421], [3.10216, -2.82490, 3.47552], [-3.41407, -0.88497, 0.11934], [-4.39392, 2.00688, -3.89113], [2.83757, 0.86034, -2.80008], [3.82565, 1.84524, -1.01084], [0.80224, -0.22052, -0.77591], [-0.27286, -1.73101, 4.58095], [1.64251, -3.80199, 3.79431], [3.54343, 2.31501, 0.65755], [-0.62270, -1.44487, 2.28201], [1.46796, -1.43018, 4.49428], [-2.94417, 0.04038, -3.75212], [0.46383, -5.07936, 1.51879], [3.04439, 4.22238, -0.79239], [2.98851, -0.67795, -1.94991], [-4.50301, 0.44192, -0.28312]],
  "atomic_forces_ev_per_a": [[-0.738, 0.103, 0.173], [0.626, 0.473, -0.522], [0.039, -0.078, 0.032], [-0.033, -0.125, 0.174], [-0.021, -0.022, -0.082], [0.081, 0.013, 0.103], [-0.272, 0.071, -0.156], [-0.079, -0.066, -0.076], [0.055, 0.080, 0.005], [0.061, 0.047, 0.036], [-0.230, -0.396, 0.003], [-0.185, -0.017, 0.329], [-0.051, 0.011, -0.072], [0.040, 0.013, 0.073], [-0.063, -0.059, -0.022], [0.008, 0.007, 0.006], [-0.004, 0.000, -0.029], [-0.022, -0.005, -0.024], [0.014, 0.022, 0.016], [-0.016, -0.003, 0.003], [0.006, 0.011, 0.019], [0.084, -0.033, -0.018], [0.099, 0.040, 0.059], [0.167, -0.179, -0.103], [0.004, -0.006, -0.008], [0.001, 0.036, 0.020], [0.022, 0.005, -0.009], [0.050, -0.002, 0.044], [-0.021, -0.009, -0.007], [0.002, 0.053, 0.030], [0.005, -0.006, 0.020], [0.000, -0.006, -0.015], [-0.016, 0.008, -0.015], [-0.019, -0.012, -0.012], [-0.028, 0.009, -0.007], [0.115, -0.114, 0.032], [0.064, 0.107, 0.073], [-0.009, -0.007, 0.011], [0.019, 0.112, -0.097], [0.050, 0.078, 0.060], [0.015, -0.001, -0.001], [0.189, -0.151, -0.058], [0.010, 0.005, 0.011], [-0.013, -0.022, -0.008], [-0.004, 0.013, 0.010]],
  "fmax_ev_per_a": 0.9,
  "total_energy_ev": -36104.348,
  "charge": 1
}

---

# 3
{
  "formula": "C19H26ClN3O2",
  "method": "ωB97M-V/def2-TZVPD",
  "symbols": ["Cl", "O", "O", "N", "N", "N", "C", "C", "C", "C", "C", "C", "C", "C", "C", "C", "C", "C", "C", "C", "C", "C", "C", "C", "C", "H", "H", "H", "H", "H", "H", "H", "H", "H", "H", "H", "H", "H", "H", "H", "H", "H", "H", "H", "H", "H", "H", "H", "H", "H", "H"],
  "positions_angstrom": [[3.55775, -0.11515, 2.04740], [-2.96540, -0.29721, -1.72311], [2.86115, 3.29991, -0.05974], [4.07556, 2.69154, 0.01460], [-0.11382, 2.65675, 0.50539], [2.60172, 1.28727, -0.87181], [-0.94502, 0.29744, 0.44684], [3.09760, -2.50704, 0.90953], [3.88877, 1.49729, -0.47077], [4.34727, -0.91114, -0.41765], [-3.82605, -1.51979, 1.75851], [3.85229, -3.11089, -1.28225], [4.42183, -1.85830, -1.42937], [0.58184, 2.73991, -0.77049], [-2.39555, 0.78419, 0.38918], [4.94492, 0.45757, -0.58360], [-1.48393, 3.13002, 0.43514], [2.01789, 2.41235, -0.58857], [3.18732, -3.43508, -0.11283], [-2.43621, 2.16375, -0.27621], [-3.33408, -0.18486, -0.36402], [3.67682, -1.25955, 0.75176], [-3.45527, -1.58194, 0.27905], [-4.50393, -2.39230, -0.48388], [-0.06534, 1.34880, 1.13330], [4.93392, -1.60674, -2.34643], [-4.05060, -2.52024, 2.12193], [-2.12976, -0.77634, -1.76696], [-0.39973, 1.48374, 2.16673], [-4.49935, -3.42907, -0.15566], [5.70065, 0.65674, 0.17959], [-2.76898, 0.89165, 1.41196], [-4.30384, -2.36195, -1.55195], [-2.48788, -2.08940, 0.17619], [2.73722, -4.40869, 0.00748], [3.92473, -3.83150, -2.08263], [-4.70766, -0.89899, 1.90242], [-0.55926, 0.12033, -0.55977], [0.96952, 1.00424, 1.15662], [2.58302, -2.74436, 1.82750], [0.18750, 2.06295, -1.54363], [-3.01481, -1.11928, 2.36033], [5.41714, 0.53948, -1.56522], [-5.49480, -1.97826, -0.31068], [-2.16234, 2.06482, -1.32793], [-0.87129, -0.63656, 1.00565], [-1.82046, 3.27233, 1.46703], [0.50203, 3.77272, -1.12116], [-3.45064, 2.56400, -0.23621], [-4.33153, 0.27086, -0.39214], [-1.49091, 4.10402, -0.05947]],
  "atomic_forces_ev_per_a": [[-0.005, -0.006, 0.242], [0.202, -0.032, -0.404], [-0.831, 0.179, -0.098], [1.185, -0.404, 0.127], [0.145, 0.163, -0.002], [-0.561, 0.058, -0.186], [-0.155, 0.210, 0.287], [0.002, 0.071, 0.040], [-0.276, 0.831, 0.014], [0.074, -0.018, 0.116], [0.255, -0.042, -0.227], [-0.006, -0.055, -0.045], [-0.002, 0.010, 0.085], [-0.160, 0.134, 0.137], [-0.137, -0.102, -0.562], [0.110, 0.028, 0.033], [-0.210, 0.080, -0.134], [0.402, -0.486, -0.258], [-0.004, -0.008, -0.022], [0.159, 0.008, 0.293], [0.143, -0.068, 0.715], [0.023, -0.232, -0.164], [-0.301, 0.186, -0.185], [0.311, 0.041, -0.021], [0.112, -0.279, -0.028], [0.049, 0.055, -0.088], [-0.047, -0.067, 0.085], [-0.025, 0.011, -0.038], [0.035, -0.066, 0.021], [-0.065, -0.114, 0.034], [0.018, -0.016, -0.080], [-0.008, -0.006, 0.058], [-0.053, -0.056, -0.067], [0.029, 0.050, -0.005], [-0.038, -0.084, 0.016], [0.006, -0.060, -0.069], [-0.137, 0.086, 0.064], [0.022, -0.089, -0.072], [-0.049, -0.001, 0.126], [-0.036, 0.002, 0.095], [0.110, 0.122, 0.013], [0.045, 0.072, 0.139], [0.028, -0.050, 0.062], [-0.166, 0.038, 0.024], [-0.050, 0.000, -0.041], [0.049, -0.102, -0.027], [-0.053, 0.074, -0.016], [-0.055, -0.098, -0.076], [-0.071, 0.037, -0.062], [0.005, -0.042, 0.081], [-0.016, 0.036, 0.070]],
  "de_lowest_kj_mol": 228.0,
  "fmax_ev_per_a": 1.3
}

---

Number 3 is which compound?
C19H26ClN3O2